No. 1
The following is a quantum chemistry calculation of one molecule with the formula C4H9NO4S2 at a distorted geometry, from the OMol25 dataset.

Cartesian coordinates (Å):
C: 0.5247 0.4920 -0.2870
C: 0.0116 -0.6600 0.5444
C: 1.5890 0.2422 -1.2822
C: 0.9744 -0.8451 1.7264
N: 0.1341 1.6866 -0.0031
O: -2.3117 1.6145 0.3223
O: -3.5640 -0.4648 0.0756
O: -1.6409 0.0190 -1.3596
O: -1.2684 -0.4599 1.0149
S: 0.0484 -2.2054 -0.4676
S: -2.3288 0.2040 -0.0911
H: 2.3356 1.0350 -1.2587
H: 1.1247 0.2379 -2.2720
H: 2.0469 -0.7339 -1.1412
H: 0.6427 -1.7042 2.3019
H: 0.9475 0.0387 2.3597
H: 1.9845 -1.0200 1.3668
H: 0.5082 2.4525 -0.5545
H: -0.9123 1.8126 0.3410
H: -0.8462 -1.7416 -1.3360

Forces on the atoms, in the same order (eV/Å):
C 1.819 -4.038 0.134
C 1.887 3.526 0.519
C -0.555 0.041 -0.090
C -0.735 -0.854 -0.203
N -1.592 3.954 1.310
O -1.391 -0.853 0.198
O -0.233 -0.603 0.383
O -0.707 -0.614 -0.258
O -0.532 -0.737 0.122
S 0.506 -1.957 -0.146
S -0.505 1.778 -0.685
H 0.287 -0.143 -0.043
H 0.113 0.086 -0.398
H 0.455 -0.038 -0.005
H 0.109 -0.246 0.403
H -0.070 0.083 -0.177
H 0.062 0.041 -0.041
H -0.190 -0.325 0.069
H 1.932 0.358 -0.641
H -0.661 0.541 -0.451

Output
Kohn-Sham gap (spin up / spin down) ... 5.5 / 5.6 eV
Calculated total energy ... -35639.4459 eV
E_LUMO (spin up / spin down) ... 0.1 / -4.6 eV
<S²> ... 2.01
HOMO energy (spin up / spin down) ... -5.356 / -10.155 eV
2S+1 ... 3

Results of the natural (NBO) charge analysis, in e, for atoms 1 through 4: number 1, C, carries 0.14; number 2, C, carries 0.11; number 3, C, carries -0.67; number 4, C, carries -0.63


No. 2
The following is a quantum chemistry calculation of a 2-piece molecular cluster, C4H9NO6S overall at a distorted geometry, from the OMol25 dataset.

Cartesian coordinates (Å):
C: 1.0485 1.6932 -1.6712
C: 1.0563 -1.6818 1.8573
C: -1.8158 -0.6812 -0.0147
C: -0.4954 -0.0989 -0.0343
N: -0.1150 0.8349 0.7891
O: 0.9482 1.3547 0.9759
O: -1.1470 1.1758 1.7421
O: 0.0306 -0.4872 -2.5255
O: 1.8127 -0.9440 -0.9637
O: -0.0886 -1.7939 2.1322
O: -2.0778 -1.4584 -1.1876
S: 0.7067 -0.1367 -1.3621
H: 2.0586 1.7423 -1.1591
H: 1.2340 2.0160 -2.6401
H: 0.2780 2.2092 -1.1372
H: 1.7198 -0.8994 2.3638
H: 1.5742 -2.3634 1.2117
H: -2.4283 0.3123 0.0392
H: -1.9769 -1.1884 0.8797
H: -0.7759 1.5095 2.6285
H: -1.5468 -1.1146 -1.9240

Forces on the atoms, in the same order (eV/Å):
C 2.620 -2.171 3.384
C 2.126 0.797 1.255
C -0.751 2.224 -3.163
C 1.507 -4.385 -4.970
N -3.348 5.106 6.788
O 3.901 0.594 0.339
O -0.080 0.359 0.970
O -2.242 -1.760 -3.749
O 0.688 0.393 0.406
O -1.656 -0.103 0.437
O -0.321 0.308 1.451
S 0.221 2.360 1.291
H -1.301 0.679 -0.208
H -0.395 -0.199 -2.121
H -0.182 0.556 0.052
H -0.606 -0.481 -0.599
H 0.369 -0.545 -0.767
H -0.046 -1.561 -0.158
H -0.539 -1.211 1.422
H 0.107 -0.903 -2.150
H -0.073 -0.056 0.090

Output
Kohn-Sham gap (spin up / spin down) ... 7.3 / 7.7 eV
Relative energy (zero: lowest compared OMol25 entry of this formula, charge and spin) ... 122.4 kcal per mole
Calculated total energy ... -28894.5385 eV
E_LUMO (spin up / spin down) ... 0.4 / -2.6 eV
<S²> ... 2.01
HOMO energy (spin up / spin down) ... -6.908 / -10.291 eV
2S+1 ... 3

Results of the natural (NBO) charge analysis, in e, for atoms 1 through 4: number 1, C, carries -0.82; number 2, C, carries 0.29; number 3, C, carries -0.12; number 4, C, carries -0.09


No. 3
The following is a quantum chemistry calculation of an isolated ion of composition C4H9NOP and charge +1 at a distorted geometry, from the OMol25 dataset.

Cartesian coordinates (Å):
C: 1.4498 0.4907 -1.7786
N: 0.9570 0.2597 -0.5990
P: 1.9399 -0.5271 0.7623
C: -0.5720 0.9469 -0.3845
O: -0.6824 1.9223 -0.9836
C: -1.5871 0.2358 0.4032
C: -1.3400 -1.2090 1.0138
H: 2.4545 0.0692 -1.9339
H: 0.7927 0.9843 -2.5781
H: 1.8315 0.4438 1.6598
H: 3.2078 0.0272 0.1290
H: -1.9991 0.9222 1.1399
H: -2.4352 0.2097 -0.2725
H: -1.3992 -1.8646 0.1773
H: -2.1938 -1.5114 1.7178
H: -0.4244 -1.3997 1.5272

Forces on the atoms, in the same order (eV/Å):
C -1.252 -0.737 0.922
N -0.389 1.066 -0.509
P 1.639 -1.242 -3.094
C 1.258 -1.582 0.328
O -0.147 1.756 -0.992
C -0.326 -1.552 1.586
C -2.113 1.013 -0.026
H -0.390 0.622 -0.481
H 1.226 -0.688 1.244
H -0.371 1.956 1.232
H -1.397 -0.717 1.054
H 0.491 0.307 0.320
H -0.149 -0.360 -0.410
H 0.093 -0.870 -0.522
H 1.205 0.745 -1.052
H 0.621 0.285 0.398

Output
Kohn-Sham gap ... 9.9 eV
Relative energy (zero: lowest compared OMol25 entry of this formula, charge and spin) ... 44.9 kcal per mole
Charge ... +1
Calculated total energy ... -17111.2430 eV
E_LUMO ... -5.0 eV
HOMO energy ... -14.870 eV

Results of the natural (NBO) charge analysis, in e, for atoms 1 through 4: number 1, C, carries 0.10; number 2, N, carries -0.60; number 3, P, carries 0.58; number 4, C, carries 0.78


No. 4
The following is a quantum chemistry calculation of C4H9NOP2 as an isolated structure at a distorted geometry, from the OMol25 dataset.

Cartesian coordinates (Å):
C: 2.0588 0.9276 0.3003
C: -2.0702 2.5624 -0.9932
C: -0.9763 -1.8232 0.7844
C: 0.1641 -2.5482 0.6691
N: -0.6164 0.5865 -0.1449
O: 1.0369 -2.2040 -0.2884
P: 0.7310 0.4675 -0.9216
P: -2.1480 0.9089 -0.4944
H: 1.7377 0.8297 1.3479
H: 3.0023 0.3603 -0.0309
H: -2.9878 3.0583 -1.1059
H: -1.2055 2.9416 -1.4537
H: -1.0927 -1.0384 0.1684
H: -1.6767 -2.0019 1.6172
H: 0.6823 -3.4313 1.2273
H: 2.3495 1.7254 -0.1012
H: 1.0110 -1.3213 -0.5803

Forces on the atoms, in the same order (eV/Å):
C -1.427 -8.155 1.305
C -0.397 -3.737 0.607
C 0.964 -4.736 3.560
C -0.417 -0.074 1.063
N 3.208 1.229 -0.495
O 1.843 -2.841 -0.384
P 0.226 1.763 0.200
P -2.399 3.195 -0.514
H 0.524 0.435 -0.507
H -1.342 -0.192 1.093
H -1.102 0.613 -0.281
H 1.175 0.792 -0.006
H -0.837 1.068 -1.535
H 0.406 0.058 -0.646
H -1.873 1.656 -0.543
H 1.878 7.827 -2.255
H -0.431 1.098 -0.659

Output
Kohn-Sham gap (spin up / spin down) ... 7.2 / 7.2 eV
Relative energy (zero: lowest compared OMol25 entry of this formula, charge and spin) ... 59.1 kcal per mole
Calculated total energy ... -26403.5406 eV
E_LUMO (spin up / spin down) ... -1.2 / -1.2 eV
HOMO energy (spin up / spin down) ... -8.382 / -8.383 eV

Results of the natural (NBO) charge analysis, in e, for atoms 1 through 4: number 1, C, carries -0.96; number 2, C, carries -0.90; number 3, C, carries -0.50; number 4, C, carries 0.14


No. 5
The following is a quantum chemistry calculation of a 2-piece molecular cluster, C4H9NOS overall at a distorted geometry, from the OMol25 dataset.

Cartesian coordinates (Å):
C: 1.2491 2.0200 0.4833
N: 0.9906 0.5721 0.4874
C: -0.3650 0.2895 0.1332
C: -0.8414 0.4079 -1.2265
S: 0.3877 -0.7172 -2.0688
C: -1.2082 -0.3207 1.1626
O: -2.4044 -0.2981 1.2374
H: 0.8842 2.5195 -0.4233
H: 0.7974 2.4999 1.3627
H: 2.3193 2.2478 0.4928
H: 1.4497 0.1665 -0.3310
H: 0.1879 -5.1713 0.2264
H: -1.8479 0.0539 -1.4806
H: -0.7626 1.3737 -1.7371
H: -0.2543 -4.9174 -0.3188
H: -0.5821 -0.7259 2.0002

Forces on the atoms, in the same order (eV/Å):
C 0.087 0.875 0.186
N -0.603 0.262 -0.300
C 0.980 -1.165 -2.727
C -0.720 1.376 -1.707
S -0.573 -0.450 1.432
C 0.632 -0.680 2.372
O -0.218 0.111 -0.743
H -0.208 -0.097 0.101
H 0.078 -0.160 -0.246
H -0.107 -0.471 0.259
H 0.549 0.342 0.289
H -0.111 0.057 -0.130
H 0.205 -0.058 0.864
H 0.248 0.084 0.541
H 0.112 -0.049 0.130
H -0.350 0.024 -0.322

Output
Kohn-Sham gap ... 5.9 eV
Relative energy (zero: lowest compared OMol25 entry of this formula, charge and spin) ... 124.3 kcal per mole
Calculated total energy ... -18662.1343 eV
E_LUMO ... -2.7 eV
HOMO energy ... -8.677 eV

Results of the natural (NBO) charge analysis, in e, for atoms 1 through 4: number 1, C, carries -0.42; number 2, N, carries -0.67; number 3, C, carries 0.36; number 4, C, carries -0.62


No. 6
The following is a quantum chemistry calculation of one molecule with the formula C4H9NOS at a distorted geometry, from the OMol25 dataset.

Cartesian coordinates (Å):
C: 2.5071 0.5047 -0.2860
N: 1.3298 1.1070 0.2965
C: -0.0173 1.0508 0.0534
O: -0.7379 1.9477 0.4305
C: -0.5518 -0.3113 -0.4391
C: -1.8431 -0.6111 0.2759
S: -2.2124 -2.4035 0.1400
H: 3.2177 0.2698 0.4983
H: 2.3040 -0.4049 -0.8515
H: 2.9436 1.1950 -1.0182
H: 1.5492 1.7433 1.0472
H: 0.2471 -1.0055 -0.1711
H: -0.6499 -0.3910 -1.5143
H: -1.9219 -0.2496 1.2910
H: -2.6685 -0.1307 -0.2537
H: -3.4957 -2.3107 0.5012

Forces on the atoms, in the same order (eV/Å):
C -0.367 -0.085 -0.809
N 0.243 0.266 0.741
C 0.249 -0.826 -0.032
O -0.342 0.082 0.000
C 1.106 0.577 0.472
C -1.331 -0.306 -0.805
S 0.267 0.111 0.160
H 0.166 -0.006 0.014
H -0.256 -0.100 0.209
H 0.217 -0.074 0.234
H -0.150 0.452 -0.314
H -0.229 -0.330 0.066
H -0.210 0.208 -0.260
H 0.499 -0.129 0.284
H 0.198 0.183 0.027
H -0.059 -0.023 0.014

Output
Kohn-Sham gap ... 9.8 eV
Relative energy (zero: lowest compared OMol25 entry of this formula, charge and spin) ... 20.2 kcal per mole
Calculated total energy ... -18666.6509 eV
E_LUMO ... 0.8 eV
HOMO energy ... -9.074 eV

Results of the natural (NBO) charge analysis, in e, for atoms 1 through 4: number 1, C, carries -0.41; number 2, N, carries -0.63; number 3, C, carries 0.69; number 4, O, carries -0.61